This record from OMol25 describes a molecular structure, C40H57F6N3OP3S3Si2Ti in a non-equilibrium geometry. The level of theory is wB97M-V/def2-TZVPD.

The spin multiplicity is 2. Its calculated total energy is -6044.654359 a.u. For the LUMO energy (alpha / beta), the calculation gives 0.0058 / 0.0058 Ha. The expectation value of S² is 0.75. The HOMO-LUMO gap (alpha / beta) is 7.10 / 7.74 eV.

CARTESIAN COORDINATES (ANGSTROEM)
1 H 4.04296 -2.60531 2.69069
2 H -0.48745 -3.87535 -0.25667
3 P -0.16140 2.05688 -0.86435
4 H 0.33834 4.19912 3.83838
5 H -2.24993 4.85062 -4.31896
6 H 0.87248 5.86851 1.61669
7 C 3.01832 0.33746 2.60712
8 H 4.90734 3.25210 -3.20047
9 S 1.64105 -2.27526 -0.97144
10 C 0.75235 3.26864 3.44072
11 C -0.75443 -1.84258 -3.40354
12 N 0.12072 2.10807 0.75192
13 H -0.79351 5.27448 1.64801
14 H 6.22486 -2.75470 -1.78981
15 C -3.47092 0.58332 -1.78390
16 H -4.72383 2.62378 -4.18392
17 H 4.26422 -3.64749 -3.95509
18 C -1.94584 -1.54492 -2.75786
19 Si 0.88203 3.43900 1.56804
20 C 1.69145 -1.31441 4.32448
21 C -1.34073 3.30686 -1.43565
22 H -1.82897 -4.32519 -5.44192
23 H 5.31723 -2.21873 -3.96940
24 H 2.08449 0.49076 -1.51049
25 H -3.96540 -3.78132 -4.32117
26 C -2.12637 -2.83917 2.30762
27 H 0.13088 -1.28821 -3.11829
28 H -2.21324 3.68451 0.48380
29 C -3.12144 4.88236 -1.04668
30 O 0.68125 -0.74120 1.95483
31 F -2.61162 1.41127 1.00678
32 H -0.38657 -1.25493 4.91176
33 C -3.53211 1.33383 -2.95536
34 H -4.04546 -1.98448 -2.62711
35 H 2.92011 4.49709 0.60173
36 H -6.70005 2.49097 -2.70695
37 H 4.24399 -0.12856 0.94901
38 F -1.70894 0.39526 2.88171
39 H -3.80933 5.97422 -2.75960
40 C 2.99699 4.06011 -2.66353
41 F -4.35477 2.30665 2.25119
42 H 1.54544 -3.27783 6.18009
43 C 3.66574 -0.69255 1.68313
44 N 3.64880 -2.05875 -2.70097
45 H -4.53651 -0.09166 -0.05840
46 H 0.09969 -2.73987 4.12062
47 C -4.35532 -3.10402 0.27850
48 H -1.77088 -4.08352 -1.44704
49 H -2.83553 -2.28715 2.92770
50 H 3.24801 5.06678 -2.97358
51 H -2.67226 1.36881 -3.61373
52 C 4.57974 -1.70737 2.38102
53 C -4.58967 0.49750 -0.96331
54 H -4.64176 -3.18926 -0.77194
55 H 0.08933 5.33965 0.12140
56 H 3.58508 0.49220 3.52903
57 F -3.91617 0.05587 2.30459
58 H -1.80700 -5.00945 0.06262
59 H 1.01941 4.59834 -2.03883
60 P -1.96680 -0.34215 -1.38648
61 H 0.21778 -3.06763 -4.87722
62 C 2.35016 1.48996 -1.84384
63 C -3.10654 -2.23596 -3.10725
64 C -3.12444 5.22070 -2.39090
65 H -0.18949 -3.24305 6.49463
66 C -0.45927 0.42951 -1.21023
67 C 3.60531 1.75596 -2.36876
68 H 4.33341 0.95684 -2.45082
69 Ti -0.75648 0.16769 0.97841
70 H 0.08886 2.46848 3.76124
71 H -4.57715 -4.06462 0.75467
72 C -1.86322 -3.54269 -4.69400
73 C -0.71351 -2.83837 -4.37266
74 P -3.11469 1.39227 2.60521
75 H 2.21065 -0.79060 5.13450
76 C -4.68689 2.02474 -3.28270
77 H 2.37658 -2.01984 3.85568
78 C 0.66366 -2.63342 6.20007
79 H -0.67764 3.15059 -3.47449
80 F -2.17622 2.65793 2.85413
81 H -1.12989 -2.42967 2.48013
82 H 3.07293 2.75782 0.49203
83 C 1.73710 3.79226 -2.13566
84 H 5.97691 -4.38180 -2.46452
85 C 3.92899 3.04288 -2.78603
86 H -4.98417 -2.34462 0.74903
87 H 2.97714 -1.59093 -3.29563
88 H 5.06430 -1.27759 3.26139
89 H -2.11616 -3.88330 2.63461
90 C -1.36688 3.63529 -2.79195
91 C -3.06506 -3.23778 -4.06417
92 C 2.72229 3.56633 1.13874
93 H 5.36330 -2.03772 1.70024
94 S 4.23177 -3.77966 -0.90869
95 C -5.79909 1.94674 -2.45242
96 H 2.88752 -1.20892 1.12090
97 H 0.81848 -1.87575 6.97038
98 C 0.42128 -1.98838 4.83832
99 C -2.24707 4.59322 -3.26698
100 Si -2.54323 -2.71198 0.49160
101 C 4.69483 -2.85227 -3.33913
102 C 5.48794 -3.45233 -2.18502
103 C 3.09643 -2.63636 -1.59519
104 C 1.39744 2.50494 -1.73335
105 H -3.80661 5.36569 -0.36204
106 H 1.73222 3.12356 3.90633
107 F -3.44593 1.29276 4.15168
108 H 3.33831 3.57643 2.04279
109 C -1.56077 -4.03722 -0.37551
110 C -5.75389 1.17692 -1.30025
111 H 2.91337 1.29589 2.10083
112 C 0.18699 5.13036 1.18845
113 H -6.62242 1.10675 -0.65787
114 N -2.16312 -1.08114 0.05535
115 S 1.33753 -0.01054 3.16222
116 C -2.23045 3.92967 -0.56837